[1]
This record from the Open Molecules 2025 dataset describes a 3-piece molecular cluster, C2H11NO2S overall at a distorted geometry. The level of theory is ωB97M-V with the def2-TZVPD basis set.

The geometry in XYZ format:
```
17
Properties=species:S:1:pos:R:3:forces:R:3
N 0.997737 -2.165281 1.030030 -0.1888 2.1912 -0.2498
C 0.459820 -0.847078 0.426585 3.4077 -1.9308 -3.0255
C -0.196567 -1.306272 -0.981654 2.6243 -0.1834 0.3246
S -0.565848 0.182685 -1.998017 -0.6180 -1.0159 -0.3540
H 1.647932 -1.822528 1.725099 0.3067 -0.4217 0.2306
H 0.293008 -2.667805 1.557063 -0.3232 0.1776 -0.1006
H 1.438244 -0.179768 0.148805 -2.2470 -1.7213 0.7608
H -0.126618 -0.240207 1.069855 -0.9486 0.0611 0.3286
H 0.563513 -2.011473 -1.622378 -1.5460 2.0212 1.8382
H -0.993684 -1.986972 -0.736671 -0.8238 0.2026 -0.2802
H -1.922666 0.201997 -1.932537 0.5721 0.0287 0.1980
O 0.942475 2.338550 -0.073291 0.7736 2.4742 1.7054
H 0.869841 1.717516 -0.745630 -0.2764 -2.1334 -1.9330
H 0.408400 3.057233 -0.434338 0.1269 0.0427 0.2485
O -1.439808 1.614371 0.663323 -2.7648 0.2666 -0.4322
H -0.622464 1.600149 1.097508 2.0743 0.0900 0.7392
H -1.753319 2.514880 0.806244 -0.1492 -0.1494 0.0012
```
Forces are in eV/Å.

SMILES	NCCS.O.O
total charge	0
relative energy (zero: lowest compared OMol25 entry of this formula, charge and spin)	35.63	kcal/mol

Atomic partial charges in e from the Löwdin method, atoms 1 to 5: number 1, N, carries -0.030; number 2, C, carries -0.292; number 3, C, carries -0.529; number 4, S, carries 0.697; number 5, H, carries 0.044

[2]
This record from the Open Molecules 2025 dataset describes a 4-piece molecular cluster, C2H11NO3 overall at a distorted geometry. The level of theory is ωB97M-V with the def2-TZVPD basis set.

The geometry in XYZ format:
```
17
Properties=species:S:1:pos:R:3:forces:R:3
C 0.100431 1.127613 0.715567 0.0856 1.5380 -0.1318
N -1.009584 1.107151 -0.120811 2.8531 -2.5070 -1.4774
C -0.866072 0.156384 -1.254563 -0.7947 -0.0198 1.1660
O 1.848718 -0.041081 -1.183997 0.1285 1.2255 0.1017
H 0.414936 0.103394 1.045337 -0.0268 -0.1749 0.3007
H -0.049696 1.838092 1.524033 -0.0090 -0.2987 0.2629
H 1.073780 1.308032 0.178827 -0.1259 -0.2322 -0.6182
H -1.733861 0.542587 0.392740 -3.8679 -0.2964 1.9128
H -1.872974 -0.117597 -1.546409 -0.1066 0.3708 -0.3729
H -0.252387 0.541899 -2.071489 0.4516 -0.0660 0.2348
H -0.449737 -0.794260 -0.825579 0.1915 0.6512 -0.5719
H 2.730117 0.362703 -1.175240 0.0407 -0.1579 -0.3650
H 2.838376 -1.547160 0.928221 -0.1979 -0.0641 0.4206
O 1.905568 -1.300838 0.869027 0.1194 0.8007 -0.5186
H 1.903196 -0.591860 0.054717 -0.0893 -1.3774 0.3093
H -3.272180 -0.920083 1.319784 -0.2136 0.8392 0.1679
O -2.470162 -0.667562 0.849176 1.5615 -0.2310 -0.8210
```
Forces are in eV/Å.

total charge	0
relative energy (zero: lowest compared OMol25 entry of this formula, charge and spin)	200.92	kcal/mol

Atomic partial charges in e from the Löwdin method, atoms 1 to 5: number 1, C, carries -0.083; number 2, N, carries 0.012; number 3, C, carries -0.066; number 4, O, carries -0.220; number 5, H, carries 0.122

[3]
This record from the Open Molecules 2025 dataset describes a 3-piece molecular cluster, C2H11NO3 overall at a distorted geometry. The level of theory is ωB97M-V with the def2-TZVPD basis set.

The geometry in XYZ format:
```
17
Properties=species:S:1:pos:R:3:forces:R:3
C -2.094102 -1.010730 0.934308 -1.4636 0.3100 -0.5745
N -1.048351 -0.025906 1.288233 0.1729 1.6865 -1.7897
C -0.944602 1.271223 0.392707 -3.1023 -3.5504 -0.5216
O -0.342599 0.907079 -0.839067 1.6769 2.2358 0.7836
H -1.801056 -2.052268 1.045147 0.4926 0.1540 0.3001
H -2.628803 -1.013488 -0.061721 1.2059 0.5531 0.1329
H -2.980324 -0.866598 1.556239 0.2563 0.0283 0.5026
H -0.131973 -0.447136 1.111024 -0.3050 0.0437 0.2780
H -1.959107 1.696260 0.095701 0.8638 -0.6914 1.0707
H -0.418081 1.999097 0.922083 1.3001 0.9349 0.5492
H -0.810650 0.176856 -1.157180 -1.2339 -1.7610 -0.8006
O 2.411262 1.112091 -1.637423 -1.1816 1.8848 0.1520
H 2.240287 2.052520 -1.329503 0.7824 -1.5976 -0.3065
H 1.505637 0.952933 -1.977009 0.6204 -0.3940 0.3149
O 2.816446 -1.728745 0.248629 0.9885 0.1616 -1.7727
H 2.831918 -0.829560 -0.143854 -0.2765 -0.3010 0.4818
H 3.354094 -2.193622 -0.448314 -0.7970 0.3027 1.1999
```
Forces are in eV/Å.

SMILES	CNCO.O.O
total charge	0
relative energy (zero: lowest compared OMol25 entry of this formula, charge and spin)	33.49	kcal/mol

Atomic partial charges in e from the Löwdin method, atoms 1 to 5: number 1, C, carries -0.166; number 2, N, carries -0.080; number 3, C, carries -0.202; number 4, O, carries -0.077; number 5, H, carries 0.071

[4]
This record from the Open Molecules 2025 dataset describes a 3-piece molecular cluster, C2H11NO3 overall at a distorted geometry. The level of theory is ωB97M-V with the def2-TZVPD basis set.

The geometry in XYZ format:
```
17
Properties=species:S:1:pos:R:3:forces:R:3
C 0.496534 -1.392243 0.707908 1.7909 1.0687 -0.0790
O 0.202567 -1.085700 2.040781 0.7905 0.3498 -1.7884
C 1.579472 -0.401547 0.010085 -4.0606 1.6796 -0.3829
N 1.318868 -0.196817 -1.460552 0.4651 -1.1175 3.5371
H 1.047841 -2.274647 0.615256 -0.1710 -2.2456 0.5465
H -0.426541 -1.425064 0.116082 -0.2127 0.2310 -0.2571
H 0.095177 -0.118665 1.997282 -0.7286 0.2941 0.7542
H 1.495028 0.544244 0.577456 0.4025 0.1548 -0.6849
H 2.574983 -0.737427 0.140390 1.1096 -1.1753 0.4233
H 1.291223 -1.113659 -1.860285 -0.6503 -0.7835 -0.7111
H 2.195304 0.143861 -1.756915 0.9075 1.6586 -1.2326
H -1.908779 1.613752 -0.058362 -0.3788 -0.2234 -1.0241
H -2.744293 1.719781 1.247309 0.3782 0.0248 -0.3083
O -1.845539 1.703451 0.881953 0.1813 -0.1184 1.4273
H -1.136829 1.731781 -2.164442 0.1259 -0.1980 -0.1163
H -0.371820 0.458929 -1.453347 -3.1208 1.5986 -1.7575
O -1.331954 0.831945 -1.858299 3.1712 -1.1981 1.6539
```
Forces are in eV/Å.

<S²>	0.76
total charge	+1
relative energy (zero: lowest compared OMol25 entry of this formula, charge and spin)	71.28	kcal/mol
2S+1	2

Atomic partial charges in e from the Löwdin method, atoms 1 to 5: number 1, C, carries -0.133; number 2, O, carries 0.155; number 3, C, carries -0.101; number 4, N, carries 0.115; number 5, H, carries 0.115

[5]
This record from the Open Molecules 2025 dataset describes a 4-piece molecular cluster, C2H11NO5 overall at a distorted geometry. The level of theory is ωB97M-V with the def2-TZVPD basis set.

The geometry in XYZ format:
```
19
Properties=species:S:1:pos:R:3:forces:R:3
C -1.033378 1.007431 -0.686550 1.0583 -0.7190 -1.6839
N 0.329506 0.446051 -0.325976 0.1537 2.4466 1.2283
C 1.407987 1.354472 0.132981 -4.1079 1.0128 -3.0292
O 2.358559 1.160873 0.778924 1.5381 -1.2487 1.4611
O 1.279665 2.662933 -0.371319 3.9568 -1.9119 5.4803
H -1.893467 0.758297 -0.004603 1.3301 0.7100 -0.1663
H -0.899974 2.068549 -1.003923 -0.8107 -0.8991 0.5574
H -1.223590 0.407222 -1.610221 -0.4763 0.9707 0.4420
H 0.110294 -0.319506 0.292461 1.0333 -0.4308 0.3676
H 0.785371 2.846654 -1.067039 -3.7369 0.6031 -4.9008
O -1.599503 -1.296710 1.519497 4.8513 1.4653 1.8995
H -2.451771 -1.528745 1.384563 -4.2467 -1.2450 -0.3216
H -1.404665 -1.262786 2.493742 -0.6347 -0.2123 -1.5804
O 1.527097 -1.415643 1.379905 4.7420 -1.4312 -3.3471
H 1.360758 -0.917007 2.121441 -0.4595 1.9005 2.7857
H 2.565536 -1.159431 1.159768 -4.2444 -0.8598 0.8486
O -0.403387 -1.984086 -2.177155 0.3718 -4.3610 -1.2463
H 0.232352 -1.463920 -1.804513 3.5710 1.7185 1.8007
H -1.047398 -1.364650 -2.211977 -3.8891 2.4914 -0.5958
```
Forces are in eV/Å.

SMILES	CNC(=O)O.O.O.O
total charge	0
relative energy (zero: lowest compared OMol25 entry of this formula, charge and spin)	57.26	kcal/mol

Atomic partial charges in e from the Löwdin method, atoms 1 to 5: number 1, C, carries -0.063; number 2, N, carries 0.013; number 3, C, carries -0.506; number 4, O, carries 0.129; number 5, O, carries 0.108

[6]
This record from the Open Molecules 2025 dataset describes a 2-piece molecular cluster, C2H11NSi3 overall at a distorted geometry. The level of theory is ωB97M-V with the def2-TZVPD basis set.

The geometry in XYZ format:
```
17
Properties=species:S:1:pos:R:3:forces:R:3
Si 1.294611 -1.976939 -0.329765 -1.0809 -0.7056 0.2935
N 0.070627 -1.072655 0.091800 -2.0137 -0.4537 0.5358
Si -1.527031 -0.806381 0.856881 2.8081 -0.2717 -1.1638
Si -2.827269 0.429657 -0.531188 -1.5852 -2.1680 -0.1632
H 2.395365 -1.231350 -0.863579 0.8582 -0.1498 -0.3424
H 1.363269 -3.512394 -0.258267 0.1275 0.9946 -0.1015
H -2.388450 -1.900109 1.134173 -0.6240 -1.3592 -0.0531
H -1.134297 -0.458617 2.163493 0.1957 0.9752 1.4526
H -3.538596 1.597050 -0.238003 -0.6203 1.5782 0.7663
H -2.078295 0.716306 -1.717773 0.3416 -0.0677 -0.9826
H -4.036691 -0.639841 -0.655671 1.3565 1.1185 -0.3547
C 1.848773 1.147143 0.553957 0.2320 0.7013 0.6639
C 2.300097 1.715552 -0.528464 -0.6397 0.4328 0.1349
H 2.480515 0.839309 1.363101 0.2595 -0.6608 0.0856
H 0.827595 1.189550 0.705858 -1.8121 -0.1542 0.7685
H 1.613775 2.285006 -1.146504 0.4463 -0.3379 -0.4773
H 3.336009 1.678712 -0.600045 1.7504 0.5280 -1.0623
```
Forces are in eV/Å.

SMILES	[SiH2]=N[SiH2][SiH3].C=C
total charge	0
relative energy (zero: lowest compared OMol25 entry of this formula, charge and spin)	31.67	kcal/mol

Atomic partial charges in e from the Löwdin method, atoms 1 to 5: number 1, Si, carries 0.597; number 2, N, carries -0.450; number 3, Si, carries 0.261; number 4, Si, carries 0.449; number 5, H, carries -0.096

[7]
This record from the Open Molecules 2025 dataset describes a 4-piece molecular cluster, C2H11O3S overall at a distorted geometry. The level of theory is ωB97M-V with the def2-TZVPD basis set.

The geometry in XYZ format:
```
17
Properties=species:S:1:pos:R:3:forces:R:3
C -0.393106 -2.041766 -0.225226 0.4678 -0.1573 0.7429
C -0.602074 -0.607397 -0.660576 -1.1876 -0.1219 0.2927
S 0.208490 0.771333 0.251194 -0.0286 -1.0723 -0.7587
H -0.783301 -2.797109 -0.911229 -0.3151 0.4418 -0.1515
H 0.652450 -2.227965 -0.188170 1.0637 -0.4464 0.2700
H -0.816395 -2.233003 0.771590 0.1771 0.1036 -0.2958
H -0.460319 -0.533904 -1.742717 0.2476 0.5545 0.1606
H -1.656618 -0.456654 -0.464921 -0.4124 0.6060 -0.4105
H -0.381422 1.113874 2.582423 0.5377 -0.4200 0.9439
H -1.442644 0.318699 3.174636 0.3094 -0.3447 0.6417
O -0.493483 0.478478 3.329494 -0.9395 0.7866 -1.4166
H -0.354983 3.485708 -1.767813 -0.1277 0.0133 -0.0343
H -1.123453 2.372367 -1.036570 -0.1778 1.2540 -1.0462
O -1.241951 3.111610 -1.703533 0.2842 -1.1836 1.0429
H 3.478548 0.329716 -0.564374 0.0752 0.0089 -0.0036
H 2.289742 -0.527804 -0.172452 0.2803 0.0192 -0.0297
O 3.120520 -0.556184 -0.671755 -0.2544 -0.0421 0.0522
```
Forces are in eV/Å.

<S²>	0.75
total charge	0
relative energy (zero: lowest compared OMol25 entry of this formula, charge and spin)	6.49	kcal/mol
2S+1	2

Atomic partial charges in e from the Löwdin method, atoms 1 to 5: number 1, C, carries -0.161; number 2, C, carries -0.600; number 3, S, carries 0.765; number 4, H, carries 0.083; number 5, H, carries 0.045

Please write out number 6 again, unchanged.
This record from the Open Molecules 2025 dataset describes a 2-piece molecular cluster, C2H11NSi3 overall at a distorted geometry. The level of theory is ωB97M-V with the def2-TZVPD basis set.

The geometry in XYZ format:
```
17
Properties=species:S:1:pos:R:3:forces:R:3
Si 1.294611 -1.976939 -0.329765 -1.0809 -0.7056 0.2935
N 0.070627 -1.072655 0.091800 -2.0137 -0.4537 0.5358
Si -1.527031 -0.806381 0.856881 2.8081 -0.2717 -1.1638
Si -2.827269 0.429657 -0.531188 -1.5852 -2.1680 -0.1632
H 2.395365 -1.231350 -0.863579 0.8582 -0.1498 -0.3424
H 1.363269 -3.512394 -0.258267 0.1275 0.9946 -0.1015
H -2.388450 -1.900109 1.134173 -0.6240 -1.3592 -0.0531
H -1.134297 -0.458617 2.163493 0.1957 0.9752 1.4526
H -3.538596 1.597050 -0.238003 -0.6203 1.5782 0.7663
H -2.078295 0.716306 -1.717773 0.3416 -0.0677 -0.9826
H -4.036691 -0.639841 -0.655671 1.3565 1.1185 -0.3547
C 1.848773 1.147143 0.553957 0.2320 0.7013 0.6639
C 2.300097 1.715552 -0.528464 -0.6397 0.4328 0.1349
H 2.480515 0.839309 1.363101 0.2595 -0.6608 0.0856
H 0.827595 1.189550 0.705858 -1.8121 -0.1542 0.7685
H 1.613775 2.285006 -1.146504 0.4463 -0.3379 -0.4773
H 3.336009 1.678712 -0.600045 1.7504 0.5280 -1.0623
```
Forces are in eV/Å.

SMILES	[SiH2]=N[SiH2][SiH3].C=C
total charge	0
relative energy (zero: lowest compared OMol25 entry of this formula, charge and spin)	31.67	kcal/mol

Atomic partial charges in e from the Löwdin method, atoms 1 to 5: number 1, Si, carries 0.597; number 2, N, carries -0.450; number 3, Si, carries 0.261; number 4, Si, carries 0.449; number 5, H, carries -0.096

What is the total charge in the fourth record?
+1